Computed, not measured: a single C3H2O4 molecule, with ωB97M-V/def2-TZVPD.

XYZ file:
```
9
Properties=species:S:1:pos:R:3:forces:R:3
O 1.18384 1.92167 0.11645 0.4098 1.0119 -0.0206
C 0.47728 0.99397 -0.02656 -0.0887 -0.5606 0.7137
C 0.42531 -0.26901 0.73511 4.4748 -0.6204 2.1179
O -0.33015 -1.16013 0.07253 -2.4097 -0.6811 -1.3303
C -0.99196 -0.47030 -0.85182 -2.3094 -1.0027 -1.9383
O -1.90703 -0.92382 -1.49064 1.7668 1.4581 0.8101
O -0.44638 0.82620 -0.97379 -1.6318 -0.6595 -1.4393
H 1.43961 -0.72281 0.64123 -0.1534 0.7453 0.8108
H 0.14947 -0.19577 1.77749 -0.0585 0.3089 0.2761
```
Positions in Å, forces in eV/Å.

## Properties
HOMO   -11.548 eV
LUMO   0.440 eV
Energy relative to the best compared isomer or geometry (same formula, charge and spin)   0.0000 eV
SMILES   O=C1COC(=O)O1

=====

Computed, not measured: 2 unconnected molecules or ions with the total composition C3H2O4, with ωB97M-V/def2-TZVPD.

XYZ file:
```
9
Properties=species:S:1:pos:R:3:forces:R:3
O 0.73693 1.57618 0.31384 -0.4274 -0.3013 -0.0212
C -0.24427 0.92959 0.26857 1.0602 1.7587 -0.7342
C -1.34231 0.25733 0.30494 0.0127 -0.1124 0.0364
O -2.36897 -0.00926 -0.52683 -0.4335 1.6840 -2.7508
H -1.34263 -0.38794 1.09681 -0.0099 -1.5342 2.2741
H -2.28032 0.61395 -1.30396 -0.5008 -1.1342 1.1017
O 3.19744 -0.88003 -0.73165 0.2614 0.0787 -0.1988
C 2.27310 -0.98915 -0.04390 2.6141 0.2849 -1.9017
O 1.37102 -1.11065 0.62219 -2.5768 -0.7243 2.1944
```
Positions in Å, forces in eV/Å.

## Properties
HOMO   -8.546 eV
LUMO   0.071 eV
Energy relative to the best compared isomer or geometry (same formula, charge and spin)   1.3804 eV
SMILES   O=C=CO.O=C=O

=====

Computed, not measured: a single C3H2O4S molecule, with ωB97M-V/def2-TZVPD.

XYZ file:
```
10
Properties=species:S:1:pos:R:3:forces:R:3
O -2.46727 0.83669 -0.00637 0.0558 -0.1684 0.0435
C -1.55347 0.06715 0.00387 0.2391 0.1733 -0.1004
O -1.69621 -1.24916 0.00226 -0.8837 0.4064 0.0245
C -0.09559 0.60845 0.00084 -0.0396 -0.2409 0.0330
S 0.17270 2.18493 -0.00287 0.0362 -0.0477 0.0048
C 1.07055 -0.38898 -0.00105 0.1603 -0.1377 -0.0244
O 0.89192 -1.58744 -0.00827 0.0232 0.3926 0.0074
O 2.29347 0.12327 -0.00030 -0.3351 -0.2027 0.0237
H -0.83818 -1.69005 -0.00201 0.7926 -0.2836 0.0056
H 2.22208 1.09514 0.01390 -0.0489 0.1089 -0.0176
```
Positions in Å, forces in eV/Å.

## Properties
HOMO   -10.409 eV
LUMO   -2.533 eV
Energy relative to the best compared isomer or geometry (same formula, charge and spin)   0.0000 eV
SMILES   O=C(O)C(=S)C(=O)O

=====

Computed, not measured: a molecular structure, C3H2O4V, with ωB97M-V/def2-TZVPD.

XYZ file:
```
10
Properties=species:S:1:pos:R:3:forces:R:3
H -1.74967 -0.93981 0.72725 2.6622 0.7083 1.8836
C -2.23405 -0.06693 -0.42674 0.5478 6.3014 -1.7164
C -0.90582 -0.01489 0.23728 -4.0091 -2.6912 -0.5864
O 0.06067 -0.51305 -0.53634 2.0998 -0.6306 -0.5517
C 1.37531 -0.22541 -0.18829 -3.2362 0.1677 -1.0443
O 1.67176 -0.03653 1.00674 0.0474 -0.1854 0.9639
O 2.15527 -0.03541 -1.13427 0.5813 -0.5111 -0.1567
O -3.12422 0.58910 -0.70870 0.3246 -2.9715 0.5465
V 3.46382 0.28300 0.30620 1.8315 0.4137 0.1553
H -0.71308 0.95992 0.71688 -0.8491 -0.6014 0.5062
```
Positions in Å, forces in eV/Å.

## Properties
HOMO (spin up / spin down)   -19.090 / -20.611 eV
LUMO (spin up / spin down)   -10.869 / -10.867 eV
<S²>   3.76
Energy relative to the best compared isomer or geometry (same formula, charge and spin)   3.1947 eV
2S+1   4
Total charge   +2

=====

Computed, not measured: a single C3H2OS2 molecule, with ωB97M-V/def2-TZVPD.

XYZ file:
```
8
Properties=species:S:1:pos:R:3:forces:R:3
O 0.01380 1.80004 -0.05210 0.1544 1.7351 -0.3604
C 0.00304 0.61466 -0.09764 -0.2885 -1.6368 1.2893
C -1.28944 -0.09003 -0.44127 1.0682 -0.4595 -0.3668
S -1.73962 -1.51487 0.10870 -0.0895 -0.0541 0.2030
C 1.18550 -0.15504 0.43639 1.9013 0.2746 2.2083
S 1.97807 -1.35751 -0.25999 -0.3514 -0.0273 -0.4097
H -1.84724 0.48230 -1.14545 -0.7331 0.4683 -0.3696
H 1.69588 0.22046 1.45136 -1.6613 -0.3002 -2.1942
```
Positions in Å, forces in eV/Å.

## Properties
HOMO   -9.041 eV
LUMO   -1.608 eV
Energy relative to the best compared isomer or geometry (same formula, charge and spin)   2.0858 eV
SMILES   O=C(C=S)C=S

=====

Computed, not measured: a single C3H2S molecule, with ωB97M-V/def2-TZVPD.

XYZ file:
```
6
Properties=species:S:1:pos:R:3:forces:R:3
S 2.44633 0.01118 -0.00594 -2.2474 -0.1552 0.3534
C 0.76442 -0.02079 0.07096 0.6686 -0.4065 -0.8774
C -0.47230 0.65901 -0.01558 -0.5525 -0.0652 -0.0278
C -0.53859 -0.68392 -0.02050 1.3077 1.2447 0.7031
H -1.04228 1.61049 -0.06552 0.5892 -0.8925 0.0800
H -1.15759 -1.57597 0.03658 0.2343 0.2747 -0.2313
```
Positions in Å, forces in eV/Å.

## Properties
HOMO   -8.187 eV
LUMO   0.506 eV
Energy relative to the best compared isomer or geometry (same formula, charge and spin)   0.2559 eV
SMILES   S=c1cc1

=====

Computed, not measured: a molecular structure, C3H31HfO14, with ωB97M-V/def2-TZVPD.

XYZ file:
```
49
Properties=species:S:1:pos:R:3:forces:R:3
Hf -1.05573 -2.24098 0.35892 2.3302 4.0563 1.4071
C 0.95627 0.26802 -0.16208 -2.6657 -0.3763 0.1715
O 0.40027 -0.94598 0.28192 0.3945 -1.1668 -0.2881
H 1.06027 0.26302 -1.24508 0.3043 0.0527 -0.2197
H 1.90127 0.37302 0.32492 0.7091 0.6486 0.2179
H 0.19027 1.04702 0.09692 1.2005 -0.2686 -0.1787
C 1.32027 -4.17398 0.29992 -0.5599 -0.1254 -0.9371
O -0.04773 -3.83498 0.19492 0.0164 -1.1820 0.3318
H 1.43327 -5.03398 -0.36108 0.5283 -0.1991 0.3250
H 1.56227 -4.41698 1.34092 0.2698 0.0678 -0.3307
H 1.92827 -3.34798 -0.12608 -0.1300 -0.3708 0.5870
C -2.83773 -0.50598 2.65192 1.9555 1.6717 -0.8136
O -1.96573 -0.95298 1.62192 -1.1912 -0.5169 -1.1459
H -3.82973 -0.81598 2.39392 -0.7366 0.1032 0.4644
H -2.71773 0.63102 2.85892 -0.5041 -1.7365 -0.7614
H -2.39373 -0.95398 3.49492 -0.4573 -0.7229 1.7476
O -0.00273 -2.42598 2.44192 -0.4599 -1.6021 0.2325
H 0.36027 -1.63798 2.83992 0.3407 1.2076 -0.0376
H 0.30627 -3.15298 2.99192 -0.1277 -0.2719 -0.2871
O -0.24173 1.81502 2.41992 -0.3711 0.1143 0.0557
H 0.12727 0.93702 2.56992 -0.1030 0.0842 0.0978
H 0.38527 2.27502 1.84392 0.1209 0.1184 -0.0418
O 1.44227 2.82002 -2.34008 2.3663 0.5372 0.5053
H 0.55127 2.66702 -2.53608 -2.6444 -0.0538 0.0057
H 1.58427 3.77402 -2.38408 0.0003 -0.0684 -0.2595
O 2.18927 -1.27398 -3.11108 0.9174 -1.2087 1.6735
H 2.71727 -1.25798 -2.28308 -0.0770 0.1149 -0.9824
H 2.12727 -0.37298 -3.42608 -0.2101 0.8436 -0.4691
O 1.37527 -0.31298 3.30192 -0.1008 0.5443 -2.0243
H 1.59827 -0.65098 4.13892 0.8402 -0.3686 1.7969
H 2.18227 -0.21898 2.75992 -0.4480 -0.1878 0.5829
O 1.16027 0.84602 -4.27308 -1.3403 -0.5495 0.0630
H 1.23427 1.67102 -3.81008 1.0260 1.0024 0.1018
H 0.24827 0.62502 -3.99908 0.4550 -0.4281 -0.6117
O 1.16627 3.24902 0.46592 0.4769 0.1071 0.4723
H 1.58127 2.95302 -0.33508 1.1635 -0.9492 -0.4846
H 0.48527 3.70502 0.00492 -1.6165 1.0683 0.2069
O -1.98373 -0.77298 -0.95308 -0.1502 -0.1050 -2.4718
H -1.73773 -0.42198 -1.83008 0.1904 -0.6730 0.3022
H -2.51473 -0.09598 -0.57908 -0.9047 0.9654 1.2648
O 0.00827 -2.25798 -2.07208 -1.5515 -0.5625 -0.0558
H -0.13073 -2.82898 -2.85008 0.2641 0.3354 0.5159
H 0.89027 -1.86398 -2.17408 0.1924 0.1568 -0.5719
O -1.72173 2.65102 -1.89808 0.2276 -1.0725 0.4441
H -2.01473 2.51402 -0.97108 0.1389 0.3765 -0.1815
H -1.69673 3.59202 -2.01608 -0.2637 0.7449 -0.0581
O -2.44473 2.71502 1.01492 -0.9952 0.5344 -1.9433
H -3.28773 3.02902 1.36592 0.5465 -0.2555 0.3276
H -1.84773 2.35002 1.65592 0.6334 -0.4339 1.2545
```
Positions in Å, forces in eV/Å.

## Properties
HOMO   -12.299 eV
LUMO   -3.199 eV
Energy relative to the best compared isomer or geometry (same formula, charge and spin)   0.0000 eV
Total charge   +1

=====

Computed, not measured: 13 unconnected molecules or ions with the total composition C3H31NO14, with ωB97M-V/def2-TZVPD.

XYZ file:
```
49
Properties=species:S:1:pos:R:3:forces:R:3
O -0.21478 -0.96590 2.06365 0.3344 0.2325 0.9712
C -0.55560 0.21844 2.32713 0.4642 -1.4512 -2.3420
N -1.21329 0.84309 1.36596 -0.7107 2.5233 1.8698
C -1.68788 2.22585 1.43792 0.4945 -0.5662 -1.5560
O -0.85124 2.90524 0.50167 -0.6135 0.9188 0.5627
C -0.09951 0.90556 3.57373 -0.1646 0.6849 -0.4872
H -1.29205 0.57525 0.39236 0.3215 -1.1433 0.2956
H -1.67083 2.75010 2.38682 0.3045 -0.4961 0.3244
H -2.71076 2.15231 1.08350 -0.2235 0.3976 -0.0536
H -1.36949 3.03412 -0.31320 0.2444 -0.2470 -0.0107
H 0.81590 0.40533 3.86618 -0.3175 -0.2764 0.6722
H -0.91311 0.98130 4.28815 0.2218 -0.5095 0.4869
H 0.17812 1.93929 3.38527 -0.0008 0.1407 -0.2916
H 1.20841 -1.88873 2.47013 0.0875 -0.1532 0.0634
H 2.41741 -1.46912 3.24419 0.2300 -0.2503 0.0614
O 2.09769 -2.22607 2.73847 -0.4375 0.3192 0.1064
H 2.97385 1.95640 -1.39514 -0.3708 0.0817 -0.1236
H 2.85426 0.58837 -0.75898 0.0215 -0.0508 -0.0867
O 2.88309 1.02029 -1.62220 0.1243 -0.2402 0.1452
H 0.63564 0.11435 -1.57431 0.6701 -0.2231 0.2553
H 0.44090 -0.88047 -0.29527 0.8220 -0.1686 -0.0983
O 0.04423 -0.31828 -0.95837 -1.5071 0.7670 0.0346
H -2.71999 -2.28133 -0.97770 0.7843 -0.1820 0.4069
H -1.51832 -1.20685 -1.19070 -0.0037 -0.7599 0.1237
O -2.41512 -1.49107 -1.41525 -1.1853 1.2292 -0.8650
H 2.36551 -2.92809 -0.79097 0.0208 -0.0034 -0.1079
H 2.60668 -1.65929 -1.55864 0.0207 -0.0882 0.0511
O 1.90797 -2.29328 -1.35306 0.2204 -0.0463 -0.0833
H 4.31540 -1.59584 1.17696 0.1709 -0.0742 -0.1662
H 3.12064 -2.50589 1.24662 0.3624 0.4134 -0.1790
O 3.79870 -2.17654 0.60901 -0.1755 -0.1666 0.4184
H -0.39565 -1.48395 -3.57819 0.0722 0.2111 0.4147
H 0.65252 -2.31957 -2.64196 -0.3233 0.5742 -0.1807
O -0.13802 -2.32482 -3.20924 0.0414 -1.0980 -0.4397
H -1.15091 1.61915 -2.03980 -0.1559 0.0242 -0.1445
H -2.49562 2.20167 -2.52289 0.0740 -0.1510 0.0602
O -2.00196 1.96319 -1.73017 0.0686 0.1637 -0.0563
H 1.44529 1.13917 -3.45206 -0.0855 0.5775 -0.0096
H 0.63326 0.03892 -3.95655 -0.3224 0.1410 -0.4135
O 0.59444 1.00621 -3.90263 0.5540 -0.6643 0.6031
H -1.51239 -3.58455 0.83393 -0.0759 0.1471 0.0806
H -1.54048 -2.29951 1.67681 0.2254 0.2198 -0.1369
O -1.96471 -2.73700 0.92808 -0.2016 -0.7413 0.1765
H 1.57607 4.34977 -1.19557 -0.0413 -0.0170 0.0158
H 1.04587 3.41185 -0.09946 -0.3192 -0.1002 -0.1584
O 1.40464 3.42325 -0.99853 0.4304 0.1492 -0.0026
H -4.32652 -0.67292 1.20065 0.0124 0.0638 0.0045
H -3.38457 -0.47566 0.02952 0.1473 -0.1284 -0.4809
O -3.87372 0.01628 0.70415 -0.3100 0.0170 0.2695
```
Positions in Å, forces in eV/Å.

## Properties
HOMO   -9.899 eV
LUMO   -0.015 eV
Energy relative to the best compared isomer or geometry (same formula, charge and spin)   1.5781 eV